Molecular formula: C17H30NO4P
Method: DFT, the ωB97M-V functional and the def2-TZVPD basis

Its energy above the lowest of the compared OMol25 structures with the same formula, charge and spin is 2.76 kcal per mole. As for the maximum force: 0.021 hartree/bohr. The calculation puts the LUMO energy at 0.73 eV. As for the SMILES: CC(C)COP(=O)(OCC(C)C)[C@@H](O)c1ccc(N(C)C)cc1. For the frontier orbital gap, the calculation gives 8.42 eV. The calculation puts the calculated total energy at -37087.0213 eV.

Element x y z (Å)
C  1.58552  1.52723  -4.44248
C  1.33098  0.97378  -3.04296
C  2.55872  1.14816  -2.15676
C  0.12517  1.67829  -2.41821
O  -0.28907  1.01954  -1.23336
P  -0.03231  1.69762  0.20202
O  0.53548  3.04801  0.13129
O  -1.51786  1.66107  0.84305
C  -2.04764  2.84399  1.42725
C  -1.98230  2.78597  2.95422
C  -2.91999  1.70509  3.48841
C  -2.33497  4.14829  3.54367
C  0.89074  0.42061  1.20520
O  0.43353  0.49536  2.53176
C  0.75279  -0.93961  0.59633
C  1.85421  -1.72389  0.28741
C  1.70284  -2.97631  -0.27193
C  0.43176  -3.50061  -0.54669
N  0.27823  -4.73249  -1.13739
C  1.41644  -5.60995  -1.26539
C  -1.03744  -5.31273  -1.25277
C  -0.67486  -2.70020  -0.22385
C  -0.51146  -1.44934  0.33029
H  2.44009  1.02969  -4.89378
H  0.72018  1.37480  -5.08311
H  1.79422  2.59336  -4.39257
H  1.09222  -0.09337  -3.10981
H  3.40802  0.60684  -2.56743
H  2.81851  2.20109  -2.07439
H  2.35328  0.76598  -1.15935
H  -0.72672  1.65516  -3.10511
H  0.37516  2.71912  -2.18724
H  -3.08519  2.92315  1.08845
H  -1.47970  3.70495  1.06213
H  -0.95113  2.53597  3.22607
H  -3.95690  1.99395  3.32623
H  -2.74782  0.76022  2.97805
H  -2.76544  1.55653  4.55430
H  -2.29413  4.10862  4.62922
H  -1.63636  4.90621  3.19919
H  -3.33952  4.44335  3.24691
H  1.93706  0.73709  1.23969
H  -0.49208  0.21899  2.53807
H  2.84935  -1.35274  0.48873
H  2.59022  -3.54497  -0.49442
H  2.17250  -5.16210  -1.91458
H  1.87602  -5.83401  -0.29538
H  1.10172  -6.54694  -1.71891
H  -1.68206  -4.67445  -1.86089
H  -1.51247  -5.46173  -0.27541
H  -0.96405  -6.27823  -1.74813
H  -1.67671  -3.04939  -0.41031
H  -1.38173  -0.84481  0.54474

Cartesian forces, eV/Å:
-0.145 -0.177 0.269
-0.094 0.158 0.122
-0.240 -0.110 -0.097
0.247 0.182 -0.784
0.108 0.007 1.043
-0.645 -0.310 -0.341
0.332 0.132 0.149
0.782 -0.644 -0.389
-0.115 0.690 0.527
-0.178 -0.037 -0.175
0.318 0.138 -0.055
0.162 -0.238 -0.163
-0.207 0.386 -0.582
-0.143 0.010 0.567
0.115 -0.110 0.038
-0.225 0.157 0.082
0.107 -0.188 -0.054
0.081 0.176 -0.040
-0.037 -0.257 -0.115
0.125 0.089 0.013
-0.105 0.106 0.028
-0.187 -0.076 0.045
0.217 -0.159 0.022
0.090 -0.005 -0.089
-0.076 0.012 -0.135
0.057 0.168 -0.048
-0.030 0.026 -0.012
0.114 -0.058 0.023
0.066 0.141 0.037
0.140 -0.051 0.100
0.065 0.023 0.064
-0.045 -0.053 -0.121
0.047 0.017 0.026
-0.149 -0.063 0.021
-0.049 0.038 -0.042
-0.146 -0.004 -0.020
-0.043 -0.179 -0.020
-0.043 -0.055 0.120
-0.033 0.052 0.114
0.056 0.149 -0.004
-0.152 0.079 -0.001
-0.092 0.001 -0.158
0.047 0.022 0.064
0.106 0.042 0.013
0.069 -0.100 -0.030
0.072 -0.068 0.032
0.057 -0.016 -0.015
0.001 0.043 0.003
-0.083 -0.052 0.030
-0.063 -0.001 -0.016
0.007 0.042 0.006
-0.091 -0.069 -0.036
-0.173 -0.006 -0.016